(1)
{
  "formula": "C2HClFN3",
  "method": "wB97M-V/def2-TZVPD",
  "charge": 0,
  "e_above_lowest_ev": 1.452,
  "total_energy_ev": -21797.2900,
  "lumo_energy_ev": 0.35,
  "e_homo_ev": -10.23,
  "gap_ev": 10.6,
  "smiles": "Fn1cnc(Cl)n1",
  "elements": ["C", "C", "N", "N", "N", "F", "Cl", "H"],
  "xyz": [[1.167, 0.286, -0.081], [-0.953, 0.529, 0.023], [0.736, -0.969, -0.028], [0.169, 1.235, -0.045], [-0.580, -0.787, 0.056], [-1.368, -2.007, -0.038], [2.775, 0.724, 0.005], [-1.946, 0.988, 0.106]],
  "forces_ev_per_angstrom": [[-2.11, -0.06, 0.48], [0.43, -0.08, -0.06], [-0.21, 0.52, -0.10], [0.03, -0.97, 0.05], [-0.82, -1.69, -0.33], [1.41, 3.05, 0.26], [0.81, 0.04, -0.18], [0.47, -0.82, -0.13]]
}


(2)
{
  "formula": "C2HClN2O",
  "method": "wB97M-V/def2-TZVPD",
  "charge": 0,
  "e_above_lowest_ev": 3.609,
  "total_energy_ev": -19636.3051,
  "lumo_energy_ev": [-1.43, -1.43],
  "e_homo_ev": [-8.85, -8.85],
  "gap_ev": [7.4, 7.4],
  "elements": ["C", "C", "N", "N", "O", "Cl", "H"],
  "xyz": [[-0.750, 0.073, -1.215], [0.724, 0.255, 1.224], [-0.888, 1.097, -1.743], [-0.513, -0.862, -0.442], [1.328, -0.497, 1.928], [0.462, 1.746, 0.816], [-0.362, -1.811, -0.568]],
  "forces_ev_per_angstrom": [[-0.20, 1.36, -1.70], [1.65, -5.80, 1.13], [-0.35, 1.15, -0.77], [1.13, 0.33, 4.59], [-2.25, 2.75, -2.25], [-0.41, 1.80, -0.42], [0.44, -1.60, -0.58]]
}


(3)
{
  "formula": "C2HClN2O",
  "method": "wB97M-V/def2-TZVPD",
  "charge": 0,
  "e_above_lowest_ev": 3.391,
  "total_energy_ev": -19636.5227,
  "lumo_energy_ev": -1.23,
  "e_homo_ev": -10.30,
  "gap_ev": 9.1,
  "smiles": "N#C[C@@H](Cl)N=O",
  "elements": ["C", "C", "N", "N", "O", "Cl", "H"],
  "xyz": [[-0.235, -0.949, -0.796], [-0.191, 0.335, -0.016], [-0.328, -1.727, -1.595], [0.390, 0.218, 1.390], [1.572, 0.219, 1.485], [-1.810, 1.050, 0.004], [0.602, 0.853, -0.472]],
  "forces_ev_per_angstrom": [[0.12, 3.80, 3.29], [0.28, -1.93, -0.45], [-0.20, -3.00, -2.51], [-0.90, -0.53, 1.90], [-0.57, 0.04, -1.19], [0.89, 0.00, 0.18], [0.39, 1.60, -1.22]]
}


(4)
{
  "formula": "C2HClN2O",
  "method": "wB97M-V/def2-TZVPD",
  "charge": 0,
  "e_above_lowest_ev": 2.572,
  "total_energy_ev": -19637.3424,
  "lumo_energy_ev": 0.44,
  "e_homo_ev": -10.78,
  "gap_ev": 11.2,
  "smiles": "Clc1cnon1",
  "elements": ["C", "C", "H", "N", "N", "O", "Cl"],
  "xyz": [[0.744, -0.299, -0.016], [-0.214, 0.804, -0.048], [-0.159, 1.836, 0.077], [-1.422, 0.343, 0.004], [-0.014, -1.423, -0.020], [-1.320, -0.985, 0.004], [2.385, -0.276, -0.002]],
  "forces_ev_per_angstrom": [[-4.82, -0.99, -0.28], [0.29, -1.57, 0.66], [0.84, 1.53, -0.17], [0.48, -0.06, -0.21], [1.14, 2.19, 0.14], [0.68, -1.06, -0.13], [1.39, -0.04, -0.01]]
}


(5)
{
  "formula": "C2HClN2O2",
  "method": "wB97M-V/def2-TZVPD",
  "charge": 0,
  "e_above_lowest_ev": 3.880,
  "total_energy_ev": -21683.4854,
  "lumo_energy_ev": -0.72,
  "e_homo_ev": -12.09,
  "gap_ev": 11.4,
  "smiles": "N#C[C@@H](Cl)[N+](=O)[O-]",
  "elements": ["C", "C", "N", "N", "O", "O", "Cl", "H"],
  "xyz": [[-1.325, -0.595, -0.052], [0.140, -0.364, 0.384], [-2.376, -0.915, -0.519], [0.608, 0.965, -0.199], [1.369, 1.591, 0.477], [0.191, 1.326, -1.276], [1.183, -1.545, -0.297], [0.211, -0.463, 1.482]],
  "forces_ev_per_angstrom": [[-2.48, -1.30, -1.85], [-2.56, -0.38, -0.28], [4.46, 1.51, 2.25], [-0.71, 1.01, -0.19], [0.86, 0.13, 0.99], [-0.24, -0.89, 0.15], [0.58, -0.97, -0.46], [0.09, 0.88, -0.62]]
}


(6)
{
  "formula": "C2HClN2O2",
  "method": "wB97M-V/def2-TZVPD",
  "charge": 0,
  "e_above_lowest_ev": 0.954,
  "total_energy_ev": -21686.4109,
  "lumo_energy_ev": 0.48,
  "e_homo_ev": -10.26,
  "gap_ev": 10.7,
  "smiles": "O=c1[nH]nc(Cl)o1",
  "elements": ["C", "C", "H", "N", "N", "O", "O", "Cl"],
  "xyz": [[-0.903, 0.562, 0.560], [0.862, 0.134, -0.796], [1.106, -1.713, 0.447], [-0.542, -0.532, 1.011], [0.473, -0.927, 0.049], [1.667, 0.050, -1.680], [-0.193, 1.171, -0.530], [-2.469, 1.256, 0.939]],
  "forces_ev_per_angstrom": [[-1.38, 3.10, -2.08], [-1.32, -1.54, -0.18], [-1.22, 2.24, -1.42], [1.73, -1.76, -1.40], [0.89, -0.39, 2.44], [-0.99, 1.36, 1.26], [0.78, -2.94, 1.49], [1.49, -0.07, -0.12]]
}


(7)
{
  "formula": "C2HClN2S",
  "method": "wB97M-V/def2-TZVPD",
  "charge": 0,
  "e_above_lowest_ev": 0.194,
  "total_energy_ev": -28426.3526,
  "lumo_energy_ev": -0.93,
  "e_homo_ev": -9.22,
  "gap_ev": 8.3,
  "smiles": "C#CSCl.N#N",
  "elements": ["C", "C", "N", "N", "S", "Cl", "H"],
  "xyz": [[1.184, 1.048, 0.030], [0.001, 0.746, 0.278], [0.534, -2.372, 0.318], [0.273, -3.078, -0.487], [-1.603, 0.172, 0.223], [-2.524, 2.030, -0.150], [2.135, 1.454, -0.213]],
  "forces_ev_per_angstrom": [[-4.07, -0.60, 0.88], [3.23, 0.36, -1.36], [-0.48, -1.38, -1.42], [0.48, 1.27, 1.42], [0.38, 1.45, 0.12], [0.24, -0.95, 0.18], [0.21, -0.15, 0.17]]
}


(8)
{
  "formula": "C2HClN2S",
  "method": "wB97M-V/def2-TZVPD",
  "charge": 0,
  "e_above_lowest_ev": 0.713,
  "total_energy_ev": -28422.8674,
  "lumo_energy_ev": [0.86, -2.60],
  "multiplicity": 3,
  "e_homo_ev": [-8.97, -8.86],
  "gap_ev": [9.8, 6.3],
  "elements": ["C", "C", "N", "N", "S", "Cl", "H"],
  "xyz": [[1.261, -0.320, -0.232], [0.486, -1.294, -0.138], [-0.172, 1.381, 1.134], [-1.204, 1.583, 0.736], [-0.507, -2.531, -0.142], [-2.011, 1.030, -0.830], [2.148, 0.152, -0.527]],
  "forces_ev_per_angstrom": [[-1.10, -1.68, -0.10], [1.20, 0.91, -0.39], [-1.58, 0.59, -0.38], [2.52, 0.69, 3.13], [-0.46, -0.27, 0.21], [-1.18, -0.88, -2.48], [0.60, 0.63, 0.01]]
}


(9)
{
  "formula": "C2HClNO2",
  "method": "wB97M-V/def2-TZVPD",
  "charge": -1,
  "e_above_lowest_ev": 2.838,
  "total_energy_ev": -20197.3016,
  "lumo_energy_ev": 3.80,
  "e_homo_ev": -4.55,
  "gap_ev": 8.4,
  "smiles": "O=C([O-])/C=N/Cl",
  "elements": ["C", "C", "N", "O", "O", "Cl", "H"],
  "xyz": [[-0.355, 0.129, -0.193], [0.290, 0.569, 1.138], [0.513, -0.053, -1.286], [0.504, -0.593, 1.507], [0.328, 1.693, 1.547], [0.021, -1.276, -2.418], [-1.302, -0.470, -0.295]],
  "forces_ev_per_angstrom": [[2.64, -2.08, -5.86], [-1.84, -1.33, -1.88], [-2.54, 1.66, 4.34], [0.87, -0.54, 1.75], [0.69, 1.64, 1.09], [-0.53, -0.16, -0.15], [0.72, 0.81, 0.70]]
}


(10)
{
  "formula": "C2HClO2S",
  "method": "wB97M-V/def2-TZVPD",
  "charge": 0,
  "e_above_lowest_ev": 0.525,
  "total_energy_ev": -29541.1991,
  "lumo_energy_ev": -1.98,
  "e_homo_ev": -10.60,
  "gap_ev": 8.6,
  "elements": ["C", "C", "O", "O", "S", "Cl", "H"],
  "xyz": [[-0.008, 0.053, 0.295], [0.133, 0.464, -1.059], [0.036, -0.169, -2.056], [-0.392, -1.664, 2.112], [-0.172, -1.570, 0.705], [0.360, 2.204, -1.238], [0.044, 0.682, 1.241]],
  "forces_ev_per_angstrom": [[0.05, -1.99, 3.18], [-0.24, 0.96, -1.00], [0.06, -1.02, -0.21], [-0.17, -0.51, 1.95], [0.25, 2.39, -2.47], [0.20, 0.61, 0.27], [-0.16, -0.44, -1.72]]
}


(11)
{
  "formula": "C2HCsO2",
  "method": "wB97M-V/def2-TZVPD",
  "charge": 1,
  "total_energy_ev": -6716.8801,
  "lumo_energy_ev": [-5.02, -6.16],
  "multiplicity": 2,
  "e_homo_ev": [-14.23, -13.99],
  "gap_ev": [9.2, 7.8],
  "elements": ["H", "O", "O", "C", "C", "Cs"],
  "xyz": [[-0.020, 0.995, 0.806], [0.636, 0.147, -1.011], [-0.615, 0.461, -0.408], [1.512, -0.035, -0.081], [1.566, 0.475, 1.083], [-3.079, -2.042, -0.389]],
  "forces_ev_per_angstrom": [[-0.72, -1.57, -2.81], [1.57, -0.80, 0.25], [0.72, 1.20, 2.88], [-2.14, 0.68, -1.63], [0.47, 0.35, 1.33], [0.11, 0.14, -0.03]]
}


(12)
{
  "formula": "C2HCuO3",
  "method": "wB97M-V/def2-TZVPD",
  "charge": 1,
  "e_above_lowest_ev": 6.599,
  "total_energy_ev": -52855.0638,
  "lumo_energy_ev": [-5.91, -8.41],
  "multiplicity": 2,
  "e_homo_ev": [-15.13, -14.44],
  "gap_ev": [9.2, 6.0],
  "elements": ["O", "H", "O", "O", "C", "C", "Cu"],
  "xyz": [[1.316, -1.765, -0.386], [0.700, -2.480, -0.596], [-0.536, 1.318, -0.121], [-1.667, 0.857, 0.747], [0.322, 0.367, -0.350], [0.885, -0.583, -0.849], [-1.019, 2.284, 1.555]],
  "forces_ev_per_angstrom": [[0.83, 1.16, -1.92], [-0.17, -0.12, -0.12], [0.69, -1.52, -0.80], [0.39, -1.20, -1.85], [-2.54, 3.04, -0.16], [0.49, -3.64, 2.64], [0.31, 2.28, 2.21]]
}